(1)
Below is a molecular structure, H12IO6 in a non-equilibrium geometry, with properties calculated with ωB97M-V with the def2-TZVPD basis set.

XYZ file:
```
19
Properties=species:S:1:pos:R:3:forces:R:3
I 0.111909 -0.699638 -0.308799 1.2 -6.8 -3.5
O -0.635441 0.821322 -2.498319 -0.8 1.1 -2.5
H -0.063921 0.638492 -1.752559 0.4 0.7 -0.9
H -0.524271 0.066672 -3.076569 0.2 -0.1 -0.1
O -2.142401 0.839362 -0.472629 -3.1 2.0 0.5
H -1.468251 0.161412 -0.518729 -1.3 0.3 -0.2
H -1.809831 1.465142 0.170831 0.0 0.2 0.0
O 1.679709 1.430102 -0.980919 1.4 1.8 -1.1
H 1.271099 2.294982 -1.016149 0.0 0.4 -0.1
H 1.168219 0.949352 -0.330159 0.7 0.9 0.4
O -0.858501 -3.104288 0.931691 -0.7 -2.2 1.1
H -1.253301 -3.473518 0.141741 -0.1 0.0 -0.2
H -0.565921 -2.231748 0.668431 -0.2 -0.2 0.3
O -0.299771 0.574842 2.147591 -0.6 1.6 2.5
H -1.096191 0.992242 1.819371 -0.2 -0.2 0.1
H 0.023259 0.059592 1.408401 -0.5 0.3 1.1
O 2.173869 0.089942 1.391711 2.3 0.8 1.9
H 1.427989 -0.300708 0.936421 1.1 -0.4 0.7
H 2.861749 -0.573548 1.338641 0.2 -0.1 -0.1
```
Forces are in eV/Å.

Spin multiplicity: 1
Total energy in eV: -20577.7625
Charge: -1
Energy relative to the best compared isomer or geometry (same formula, charge and spin) in eV: 6.832
LUMO in eV: 3.2
Frontier orbital gap in eV: 8.24

Atomic partial charges in e from the Löwdin method, atoms 1 to 6: I 1.361; O -0.191; H -0.202; H 0.019; O -0.176; H -0.269



(2)
Below is a molecular structure, C23H16N5O7PtS in a non-equilibrium geometry, with properties calculated with ωB97M-V with the def2-TZVPD basis set.

XYZ file:
```
53
Properties=species:S:1:pos:R:3:forces:R:3
Pt -0.555972 -0.478287 0.358732 -2.3 0.2 -0.1
O -1.913197 4.229135 5.225512 -0.1 -0.2 0.8
C -1.843963 3.041290 5.547892 0.6 -1.0 -1.7
O -2.001401 2.282652 6.500099 -0.2 0.8 0.2
C -1.360794 2.146702 4.212286 -0.5 0.8 1.3
C -0.828970 2.817105 3.114675 0.1 -0.6 -0.3
C -0.444550 2.069277 2.025659 0.1 0.1 0.1
N -0.596691 0.731778 1.992595 0.1 0.0 -0.3
C -1.077966 0.086527 3.080621 -0.1 -0.1 0.2
C -1.473314 0.758242 4.217297 0.5 0.1 -0.6
C -1.102611 -1.420285 2.966611 0.0 0.3 -0.1
O -1.184200 -2.113870 3.940129 -0.1 -0.2 -0.1
O -0.993029 -1.864286 1.717263 1.0 -0.2 0.4
H -0.729575 3.895190 3.122339 -0.1 0.0 0.2
H 0.013726 2.522127 1.154091 0.0 -0.1 0.0
H -1.832972 0.203836 5.073488 0.0 0.2 0.1
S -2.605147 -1.241939 -6.788086 0.0 0.0 0.0
N -2.362332 0.101938 -5.936733 0.0 0.0 0.0
C -1.959988 -0.275419 -4.734199 0.0 0.0 0.0
C -1.633144 0.617318 -3.636908 -0.1 0.0 0.0
C -1.627902 2.009888 -3.739567 0.0 0.0 0.0
C -1.303544 2.752699 -2.627996 -0.1 0.0 0.0
C -1.017049 2.099328 -1.432291 -0.3 0.0 0.1
N -1.026230 0.776926 -1.311802 1.1 -0.2 -0.2
C -1.293435 0.035583 -2.417749 0.0 0.1 0.0
C -1.154530 -1.406736 -2.295116 0.1 0.1 0.0
N -0.689873 -1.849896 -1.112760 -0.1 -0.2 0.2
C -0.488947 -3.150731 -0.922407 -0.1 0.0 -0.1
C -0.752003 -4.079582 -1.925748 0.0 0.0 0.0
C -1.227782 -3.645889 -3.144614 0.0 0.0 0.0
C -1.428076 -2.277424 -3.343770 0.0 0.0 -0.1
C -1.874321 -1.683245 -4.588781 0.0 0.0 0.0
N -2.212542 -2.344632 -5.683199 0.0 0.0 0.0
H -1.865714 2.475806 -4.686731 0.0 0.0 0.0
H -1.272609 3.831938 -2.663887 0.0 0.0 0.0
H -0.804336 2.666171 -0.540529 0.0 0.0 0.0
H -0.134402 -3.440441 0.057224 -0.1 0.0 0.0
H -0.583406 -5.128298 -1.729054 0.0 0.0 0.0
H -1.439554 -4.336102 -3.950440 0.0 0.0 0.0
C 4.358060 -1.342721 0.997305 0.1 0.3 -1.8
C 3.276917 -0.351575 1.266536 1.0 -1.8 4.7
C 3.585758 0.888249 2.036234 0.0 0.9 -1.2
O 2.175706 -0.924977 1.547200 -0.2 0.1 -0.1
C 2.952517 0.582701 -0.781436 -0.6 2.1 -4.3
O 4.060943 0.782315 -1.099720 -0.1 -0.8 1.6
O 1.783933 0.581005 -0.867414 1.0 -0.5 1.3
H 4.687836 -1.693090 1.979574 -0.2 0.2 0.1
H 5.193588 -0.897922 0.465169 0.1 0.0 0.1
H 3.978631 -2.197931 0.437882 0.0 0.0 0.1
H 3.809073 0.584635 3.063682 0.0 -0.2 0.0
H 2.738466 1.580003 2.048457 0.0 0.0 0.1
H 4.452682 1.402619 1.627135 0.0 0.0 0.1
H 1.628211 -0.407695 2.185234 -0.5 0.1 -0.6
```
Forces are in eV/Å.

Spin multiplicity: 1
Total energy in eV: -59968.1687
Charge: +1
Energy relative to the best compared isomer or geometry (same formula, charge and spin) in eV: 0.685
LUMO in eV: -6.9
Frontier orbital gap in eV: 2.70

Atomic partial charges in e from the Löwdin method, atoms 1 to 6: Pt 1.216; O -0.013; C -0.651; O 0.004; C -0.030; C 0.013



(3)
Below is a molecular structure, C17H20ClN2O2PdSe, with properties calculated with ωB97M-V with the def2-TZVPD basis set.

XYZ file:
```
44
Properties=species:S:1:pos:R:3:forces:R:3
Pd -0.442373 1.308010 -0.114770 -0.3 0.3 0.3
C 2.030027 -1.558652 -0.586267 0.0 0.0 0.1
O 2.586892 -2.099944 0.599792 0.0 0.0 0.0
C 1.609211 -2.394568 1.574099 0.0 0.0 0.0
C 0.944458 -1.183216 2.191593 0.0 0.0 0.0
O 1.878963 -0.469938 2.973375 0.0 0.0 0.0
C 1.404902 0.819558 3.300481 -0.1 -0.1 0.0
H 1.313603 -2.255847 -1.034860 0.0 0.0 0.0
H 2.848572 -1.385651 -1.282605 0.0 0.0 0.0
H 1.514849 -0.610652 -0.398042 0.0 0.0 -0.1
H 2.124647 -2.957233 2.354652 0.0 0.0 0.0
H 0.820823 -3.029994 1.143756 0.0 0.0 0.0
H 0.103898 -1.525091 2.815206 0.0 0.0 0.0
H 0.522224 -0.525954 1.417579 0.0 0.0 0.0
H 0.477511 0.767780 3.888051 0.0 0.0 0.0
H 1.202321 1.407541 2.398197 0.1 0.0 0.0
H 2.177005 1.302083 3.896453 0.0 0.1 0.0
Se 0.895304 2.610703 -1.634952 -0.1 0.2 0.0
N 0.850398 2.984782 0.143413 0.2 -0.4 -0.1
C -0.009371 4.042183 0.245165 -0.1 0.2 -0.1
C -0.333757 4.668832 1.465154 0.0 0.0 0.0
C -1.193675 5.736597 1.472672 0.0 0.0 0.1
C -1.734774 6.229185 0.265626 0.0 0.0 -0.1
C -1.414532 5.664698 -0.940228 0.0 0.0 0.0
C -0.527655 4.562108 -0.987574 0.0 0.0 0.0
N -0.089568 3.998751 -2.130601 0.1 -0.1 0.1
H 0.093957 4.277585 2.380372 0.0 0.0 0.0
H -1.466570 6.205060 2.410240 0.0 0.0 0.0
H -2.415538 7.071881 0.296686 0.0 0.0 0.0
H -1.820622 6.045954 -1.868367 0.0 0.0 0.0
Cl -1.050131 -3.564640 -5.115951 0.0 0.0 0.0
C -1.398396 -2.524006 -3.745437 0.0 -0.1 0.0
C -1.283789 -3.017740 -2.459392 0.0 0.0 0.0
C -1.556756 -2.187777 -1.383164 0.0 0.0 -0.1
C -1.940433 -0.847374 -1.550448 0.2 0.0 0.0
C -2.139281 0.051541 -0.415760 0.1 0.1 -0.1
C -2.057210 -0.392766 -2.877196 0.0 -0.1 -0.1
C -1.790994 -1.212147 -3.959064 0.0 0.1 0.0
H -0.982917 -4.045852 -2.300356 0.0 0.0 0.0
H -1.460999 -2.582961 -0.377231 0.0 0.0 0.0
H -2.397952 -0.486018 0.500346 0.0 0.0 0.0
H -2.908078 0.795728 -0.643037 0.0 0.0 0.1
H -2.337267 0.639945 -3.051240 0.0 0.0 0.0
H -1.879574 -0.835047 -4.970105 0.0 0.0 0.0
```
Forces are in eV/Å.

Spin multiplicity: 1
Total energy in eV: -106376.4716
Charge: -1
Energy relative to the best compared isomer or geometry (same formula, charge and spin) in eV: 0.000
LUMO in eV: 2.6
Frontier orbital gap in eV: 6.15

Atomic partial charges in e from the Löwdin method, atoms 1 to 6: Pd 0.391; C -0.096; O -0.179; C -0.209; C -0.234; O -0.179



| no. | HOMO (eV) |
| --- | --- |
| 1 | -5.1 |
| 2 | -9.6 |
| 3 | -3.6 |